Entry from OMol25: a structure of composition C43H83ClF6Li2N3NaO11PS (ωB97M-V with the def2-TZVPD basis set).

Its multiplicity is 2. The calculation puts the orbital gap at 0.148 Ha. The calculation puts the largest force on an atom at 4.387 eV/A.

Atoms and positions in Å:
C 1.004 -1.816 2.249
C 0.148 -1.249 1.106
C 0.957 -0.503 0.021
C 1.978 0.537 0.536
C 1.545 2.021 0.323
C 0.085 2.222 0.770
C -0.221 3.659 1.317
C -0.868 3.501 2.714
C -1.450 4.802 3.271
C -2.921 5.120 2.890
C -3.550 4.226 1.800
C -5.079 4.557 1.785
C -5.721 4.526 0.387
C -6.344 3.113 0.087
C -7.867 3.198 0.251
C -8.734 2.006 -0.245
C -8.112 0.598 -0.155
C -7.613 0.222 1.276
C -6.145 -0.245 1.335
C -5.434 0.248 2.641
N -5.032 -0.878 3.498
C -4.917 -0.456 4.883
C -3.499 -0.080 5.297
C -3.263 0.085 6.678
C -2.017 0.464 7.175
C -0.930 0.701 6.277
C -1.133 0.507 4.881
C -2.412 0.132 4.434
O -2.539 -0.026 3.079
C -7.272 0.181 -1.363
O -7.277 -1.254 -1.369
S -8.787 -1.710 -0.907
O -8.599 -2.719 0.102
O -9.627 -2.174 -1.970
O -9.301 -0.282 -0.351
H 0.428 -2.593 2.762
H 1.931 -2.270 1.883
H 1.238 -1.052 3.000
H -0.672 -0.645 1.514
H -0.342 -2.108 0.630
H 0.254 -0.073 -0.703
H 1.516 -1.271 -0.528
H 2.882 0.404 -0.074
H 2.288 0.370 1.570
H 2.234 2.626 0.922
H 1.684 2.283 -0.731
H -0.084 1.509 1.588
H -0.640 1.956 -0.006
H -0.881 4.210 0.645
H 0.751 4.149 1.409
H -1.557 2.655 2.707
H -0.045 3.212 3.381
H -0.796 5.646 3.043
H -1.423 4.708 4.375
H -3.612 5.136 3.744
H -2.921 6.136 2.476
H -3.144 4.484 0.819
H -3.472 3.151 2.004
H -5.253 5.493 2.321
H -5.571 3.775 2.388
H -6.584 5.205 0.434
H -5.079 4.888 -0.416
H -6.078 2.826 -0.935
H -5.911 2.440 0.835
H -8.180 4.071 -0.334
H -8.147 3.420 1.285
H -9.134 2.125 -1.255
H -9.599 1.977 0.429
H -8.206 -0.612 1.661
H -7.842 1.072 1.921
H -5.537 0.126 0.495
H -6.067 -1.354 1.369
H -4.561 0.808 2.288
H -6.061 0.974 3.181
H -5.823 -1.514 3.458
H -5.608 0.360 5.164
H -5.208 -1.303 5.517
H -4.050 -0.082 7.404
H -1.861 0.585 8.242
H 0.053 1.008 6.630
H -0.352 0.656 4.148
H -2.593 0.865 2.710
H -7.861 0.500 -2.232
H -6.255 0.557 -1.348
C 4.607 -3.057 -5.164
C 4.326 -1.936 -4.147
C 5.201 -0.712 -4.445
C 6.653 -0.875 -4.010
C 6.716 -1.282 -2.541
C 5.891 -2.540 -2.228
N 4.507 -2.444 -2.756
O 3.818 -1.689 -1.948
C 6.615 -3.776 -2.796
C 5.887 -2.790 -0.719
C 2.870 -1.554 -4.423
H 5.618 -3.456 -5.127
H 3.916 -3.889 -5.020
H 4.469 -2.685 -6.183
H 4.785 0.163 -3.934
H 5.161 -0.489 -5.512
H 7.163 -1.609 -4.643
H 7.186 0.068 -4.153
H 7.770 -1.448 -2.254
H 6.358 -0.447 -1.929
H 5.963 -4.649 -2.808
H 7.467 -4.028 -2.162
H 7.021 -3.623 -3.801
H 5.490 -1.930 -0.170
H 6.858 -2.996 -0.318
H 5.329 -3.686 -0.470
H 2.194 -2.374 -4.178
H 2.747 -1.322 -5.482
H 2.557 -0.673 -3.863
C 3.873 -4.960 -8.676
C 3.554 -3.505 -8.911
O 4.029 -2.635 -8.216
C 2.618 -3.180 -10.048
H 4.553 -5.050 -7.832
H 2.958 -5.511 -8.452
H 4.350 -5.385 -9.561
H 1.651 -3.655 -9.882
H 3.042 -3.529 -10.991
H 2.477 -2.103 -10.103
F -3.147 8.240 0.993
P -1.706 8.435 0.178
F -2.071 6.933 -0.446
F -2.374 9.937 0.013
F -1.093 7.545 1.452
F -0.312 9.257 0.506
F -1.268 8.630 -1.403
Li -4.716 -1.756 0.175
C 6.600 -5.841 -0.300
O 6.046 -4.961 0.431
O 5.997 -6.753 -0.938
O 7.925 -5.766 -0.540
C 5.344 -2.260 4.763
C 4.418 -1.564 3.781
O 4.818 -1.804 2.438
H 6.370 -1.913 4.630
H 5.040 -2.069 5.794
H 5.344 -3.338 4.593
H 4.435 -0.485 3.939
H 3.389 -1.915 3.907
H 4.791 -2.759 2.287
Li 8.241 -2.424 -0.018
N 9.445 -5.285 -2.200
H 9.105 -4.613 -2.889
H 10.177 -4.856 -1.636
H 8.633 -5.577 -1.556
H 9.817 -6.109 -2.675
Na -1.294 3.061 6.212
Cl -3.503 -3.469 1.871

Entry from OMol25: a cluster of 7 separate species, C43H87IN3O12S2 in total (ωB97M-V with the def2-TZVPD basis set).

The total charge is +1. The calculation puts the orbital gap at 0.289 Ha. The calculation puts the largest force on an atom at 0.854 eV/A.

Atoms and positions in Å:
C -0.844 -1.722 -1.408
C 0.450 -2.508 -1.167
C 1.248 -2.800 -2.441
C 1.757 -1.591 -3.220
N 2.756 -0.721 -2.549
C 2.220 0.293 -1.648
C 3.066 1.589 -1.720
C 2.199 2.847 -1.912
C 1.348 3.339 -0.743
N 2.087 3.745 0.512
C 2.238 2.645 1.523
C 2.703 3.311 2.799
N 4.022 3.884 2.571
C 4.023 4.943 1.566
C 5.455 5.361 1.238
C 6.225 5.999 2.394
C 7.736 6.037 2.118
I 5.454 7.985 2.714
C 3.393 4.428 0.270
C 3.898 -1.425 -2.127
S 5.115 -1.732 -3.156
S 3.949 -2.129 -0.468
C 5.251 -1.115 0.316
C 4.718 -0.416 1.556
C 4.321 -1.392 2.678
H -1.624 -2.381 -1.797
H -1.220 -1.312 -0.463
H -0.718 -0.879 -2.091
H 1.073 -2.000 -0.422
H 0.184 -3.474 -0.730
H 0.586 -3.348 -3.122
H 2.068 -3.496 -2.225
H 0.931 -0.949 -3.530
H 2.241 -1.941 -4.137
H 1.214 0.548 -1.998
H 2.143 -0.059 -0.608
H 3.700 1.508 -2.610
H 3.756 1.655 -0.871
H 1.458 2.594 -2.681
H 2.785 3.676 -2.321
H 0.607 2.593 -0.451
H 0.801 4.234 -1.053
H 1.498 4.445 0.979
H 1.261 2.172 1.627
H 2.978 1.946 1.154
H 2.763 2.567 3.595
H 1.936 4.057 3.060
H 4.389 4.244 3.442
H 3.459 5.834 1.889
H 6.004 4.463 0.924
H 5.452 6.060 0.395
H 6.038 5.458 3.322
H 8.178 6.995 2.387
H 8.235 5.249 2.689
H 7.932 5.860 1.057
H 3.199 5.268 -0.401
H 4.062 3.728 -0.230
H 6.050 -1.806 0.598
H 5.653 -0.426 -0.430
H 5.448 0.322 1.911
H 3.827 0.139 1.258
H 4.788 -2.370 2.544
H 4.599 -1.006 3.661
H 3.241 -1.553 2.694
O -0.263 1.092 -3.751
C -0.270 1.237 -4.950
O -1.256 0.661 -5.643
C -1.437 0.848 -7.058
C -0.583 -0.100 -7.869
C 0.838 1.962 -5.672
H -1.270 1.891 -7.327
H -2.494 0.643 -7.216
H 0.481 0.077 -7.712
H -0.796 0.024 -8.931
H -0.798 -1.131 -7.590
H 1.657 1.256 -5.819
H 1.192 2.769 -5.036
H 0.555 2.374 -6.636
O 0.493 5.790 2.776
C -0.151 5.835 3.801
O 0.027 4.839 4.677
C -0.577 4.775 5.983
C -1.972 4.194 5.934
C -1.169 6.906 4.070
H -0.555 5.757 6.455
H 0.089 4.129 6.550
H -2.650 4.822 5.356
H -2.371 4.104 6.944
H -1.955 3.204 5.479
H -2.101 6.614 3.584
H -0.820 7.828 3.614
H -1.365 7.078 5.124
O 13.168 2.463 5.212
C 12.087 2.516 4.707
O 11.286 3.566 5.020
C 10.040 3.809 4.370
C 8.903 3.023 4.992
C 11.571 1.429 3.793
H 10.123 3.628 3.297
H 9.870 4.878 4.502
H 9.054 1.948 4.888
H 7.956 3.282 4.512
H 8.830 3.251 6.055
H 11.162 0.632 4.414
H 12.419 1.031 3.243
H 10.809 1.748 3.088
O 0.386 -5.779 -1.912
C -0.724 -6.075 -2.263
O -1.578 -5.074 -2.566
C -2.870 -5.311 -3.150
C -3.924 -5.648 -2.121
C -1.196 -7.506 -2.309
H -2.798 -6.078 -3.922
H -3.109 -4.375 -3.652
H -3.698 -6.578 -1.600
H -4.895 -5.768 -2.604
H -3.998 -4.853 -1.378
H -1.518 -7.787 -1.306
H -0.346 -8.127 -2.581
H -2.013 -7.694 -2.999
O -6.995 -7.681 -1.954
C -7.803 -6.797 -1.867
O -7.719 -5.767 -2.734
C -8.736 -4.754 -2.813
C -8.568 -3.670 -1.776
C -8.852 -6.781 -0.778
H -9.725 -5.209 -2.754
H -8.631 -4.348 -3.818
H -8.668 -4.071 -0.767
H -9.338 -2.915 -1.912
H -7.585 -3.202 -1.856
H -8.394 -6.362 0.119
H -9.128 -7.812 -0.572
H -9.745 -6.207 -1.008
O -11.563 -3.053 -1.182
C -12.129 -3.498 -0.222
O -11.845 -4.767 0.142
C -12.353 -5.364 1.345
C -13.740 -5.939 1.157
C -13.174 -2.714 0.530
H -12.311 -4.652 2.170
H -11.640 -6.156 1.570
H -14.468 -5.164 0.917
H -14.063 -6.440 2.070
H -13.738 -6.665 0.345
H -14.123 -2.832 0.007
H -12.893 -1.665 0.494
H -13.308 -3.013 1.566